# 1
{"formula": "C27H54BeCl2N3O4Si2", "method": "ωB97M-V/def2-TZVPD", "symbols": ["C", "C", "H", "H", "H", "C", "C", "H", "H", "H", "H", "Be", "Cl", "C", "O", "N", "C", "C", "H", "H", "H", "H", "H", "H", "H", "H", "H", "C", "C", "N", "H", "C", "O", "H", "H", "H", "H", "H", "H", "C", "C", "N", "H", "C", "O", "H", "H", "H", "H", "O", "C", "C", "C", "H", "C", "H", "C", "H", "C", "C", "H", "H", "H", "Si", "Cl", "C", "C", "C", "H", "H", "H", "H", "H", "H", "H", "H", "H", "C", "Si", "C", "C", "C", "H", "H", "H", "H", "H", "H", "H", "H", "H", "H", "H"], "coordinates": [[-1.12, -3.13, -4.03], [0.06, -3.99, -3.72], [-1.11, -2.82, -5.08], [-1.14, -2.23, -3.41], [-2.08, -3.65, -3.87], [0.68, -4.71, -4.66], [0.24, -4.82, -6.09], [1.57, -5.30, -4.42], [0.14, -3.85, -6.59], [-0.71, -5.36, -6.22], [1.00, -5.39, -6.63], [1.51, 2.50, 1.12], [-2.81, -0.81, 2.67], [1.63, 0.50, 2.52], [2.23, 1.26, 1.66], [2.29, -0.11, 3.47], [3.71, 0.15, 3.72], [1.62, -1.10, 4.33], [0.54, 0.34, 2.47], [3.84, 1.18, 4.07], [4.30, -0.06, 2.82], [3.99, -0.54, 4.52], [0.58, -0.80, 4.52], [2.18, -1.15, 5.26], [1.62, -2.10, 3.86], [1.11, 5.47, 4.64], [-1.88, 6.17, 3.83], [1.00, 5.93, 3.66], [-1.38, 6.14, 2.85], [-0.15, 5.35, 2.93], [1.92, 5.78, 3.09], [-0.02, 4.22, 2.28], [1.10, 3.60, 2.18], [-2.06, 5.68, 2.13], [-0.93, 3.79, 1.84], [0.81, 7.00, 3.79], [-1.17, 7.17, 2.53], [-2.16, 3.21, -2.62], [0.78, 1.81, -3.10], [-1.35, 3.94, -2.76], [0.92, 2.90, -3.03], [-0.10, 3.47, -2.14], [-1.65, 4.90, -2.31], [0.05, 3.36, -0.85], [1.11, 2.79, -0.35], [1.92, 3.12, -2.65], [-0.74, 3.75, -0.18], [-1.15, 4.09, -3.82], [0.78, 3.36, -4.00], [0.85, -2.51, -2.06], [0.55, -3.90, -2.28], [2.97, -4.54, -2.46], [1.72, -4.77, -1.87], [3.05, -3.75, -3.21], [4.07, -5.32, -2.08], [-0.33, -4.17, -1.66], [1.56, -5.79, -0.92], [5.04, -5.11, -2.53], [3.91, -6.34, -1.15], [2.66, -6.58, -0.56], [0.57, -5.95, -0.48], [4.76, -6.97, -0.87], [2.54, -7.37, 0.18], [1.51, -1.46, -0.93], [-3.23, 0.83, -0.56], [3.23, -1.07, -1.62], [1.68, -2.28, 0.74], [0.25, -0.12, -0.93], [3.88, -1.96, -1.59], [3.75, -0.28, -1.06], [3.19, -0.75, -2.68], [-0.40, -0.16, -1.83], [0.78, 0.83, -0.93], [-0.39, -0.17, -0.04], [2.00, -3.33, 0.64], [0.71, -2.27, 1.25], [2.41, -1.77, 1.38], [-5.86, 0.32, 0.89], [-4.36, 1.40, 1.35], [-4.52, 3.28, 1.06], [-5.08, 1.52, 3.23], [-2.70, 0.92, 2.31], [-6.80, 0.86, 1.08], [-5.90, -0.63, 1.44], [-5.83, 0.08, -0.18], [-5.58, 3.55, 0.90], [-4.18, 3.86, 1.93], [-3.95, 3.61, 0.18], [-5.07, 0.55, 3.74], [-4.46, 2.21, 3.82], [-6.11, 1.90, 3.25], [-2.55, 1.48, 3.25], [-1.86, 1.11, 1.67]], "relative_energy_kj_mol": 228.7, "energy_ev": -82739.2513, "charge": -1, "lumo_energy_ev": [2.22, 2.22]}

---

# 2
{"formula": "C27H54Cl19N3OPS", "method": "ωB97M-V/def2-TZVPD", "symbols": ["N", "C", "C", "O", "C", "C", "C", "N", "P", "S", "C", "C", "C", "C", "Cl", "N", "H", "H", "H", "H", "H", "H", "H", "H", "H", "H", "H", "H", "H", "H", "H", "H", "H", "H", "Cl", "C", "C", "Cl", "H", "H", "H", "H", "Cl", "C", "C", "Cl", "H", "H", "H", "H", "Cl", "C", "C", "Cl", "H", "H", "H", "H", "Cl", "C", "C", "Cl", "H", "H", "H", "H", "Cl", "C", "C", "Cl", "H", "H", "H", "H", "Cl", "C", "C", "Cl", "H", "H", "H", "H", "Cl", "C", "C", "Cl", "H", "H", "H", "H", "Cl", "C", "C", "Cl", "H", "H", "H", "H", "Cl", "C", "C", "Cl", "H", "H", "H", "H"], "coordinates": [[2.18, -2.57, -2.15], [1.39, -2.03, -1.03], [1.36, -0.45, -0.92], [1.96, 0.26, -2.01], [-0.10, 0.13, -0.66], [-1.07, -0.11, -1.85], [-0.73, -0.57, -3.17], [-1.95, -0.58, -3.90], [-1.98, -1.04, -5.61], [-2.11, -2.94, -5.90], [-3.00, -0.20, -3.10], [-4.45, -0.15, -3.66], [-5.54, 0.24, -2.57], [-5.45, -0.66, -1.26], [-6.97, -1.64, -0.98], [-2.48, 0.07, -1.87], [1.73, -3.47, -2.39], [2.11, -2.02, -3.01], [1.86, -2.41, -0.08], [0.32, -2.41, -1.02], [1.95, -0.16, 0.01], [2.89, 0.00, -2.09], [0.05, 1.24, -0.59], [-0.50, -0.20, 0.33], [0.23, -0.87, -3.63], [-3.08, -0.33, -6.16], [-0.75, -0.54, -6.15], [-4.53, 0.54, -4.54], [-4.75, -1.17, -4.04], [-6.54, 0.01, -3.04], [-5.52, 1.35, -2.33], [-4.61, -1.41, -1.30], [-5.27, 0.02, -0.38], [-3.05, 0.39, -1.08], [0.37, 2.01, 1.59], [-0.56, 3.31, 2.39], [-2.02, 2.95, 2.53], [-2.85, 2.90, 0.95], [-0.42, 4.22, 1.82], [-0.11, 3.45, 3.37], [-2.53, 3.71, 3.13], [-2.15, 1.98, 3.01], [0.98, 5.21, 4.89], [2.22, 3.96, 4.61], [3.59, 4.55, 4.38], [3.69, 5.44, 2.84], [1.90, 3.36, 3.76], [2.23, 3.33, 5.49], [4.33, 3.76, 4.34], [3.87, 5.24, 5.18], [3.00, -5.54, 0.83], [2.00, -6.77, 0.02], [2.49, -7.08, -1.37], [2.26, -5.71, -2.49], [0.97, -6.41, 0.01], [2.04, -7.67, 0.64], [1.93, -7.92, -1.78], [3.55, -7.34, -1.37], [-2.42, 6.83, 0.57], [-2.60, 6.48, -1.17], [-4.00, 6.75, -1.67], [-5.19, 5.59, -1.01], [-2.30, 5.44, -1.33], [-1.89, 7.12, -1.69], [-4.03, 6.64, -2.76], [-4.33, 7.75, -1.42], [-2.75, 1.79, -6.01], [-3.94, 2.86, -6.80], [-3.80, 4.30, -6.35], [-4.28, 4.51, -4.64], [-4.94, 2.47, -6.60], [-3.77, 2.79, -7.88], [-4.46, 4.94, -6.94], [-2.78, 4.65, -6.46], [-4.71, 4.67, 3.65], [-5.91, 5.66, 2.78], [-5.85, 7.11, 3.19], [-6.40, 7.37, 4.86], [-6.90, 5.23, 2.97], [-5.69, 5.56, 1.72], [-6.51, 7.70, 2.54], [-4.84, 7.51, 3.10], [5.57, 2.80, 0.07], [6.56, 1.89, -1.09], [5.76, 0.83, -1.82], [5.24, -0.49, -0.74], [7.40, 1.45, -0.55], [6.96, 2.61, -1.81], [6.37, 0.38, -2.61], [4.87, 1.26, -2.28], [3.86, -7.88, 4.17], [2.95, -6.60, 5.02], [1.49, -6.95, 5.17], [0.63, -6.96, 3.61], [3.08, -5.67, 4.46], [3.41, -6.48, 6.00], [1.00, -6.21, 5.80], [1.36, -7.93, 5.64], [10.00, -8.27, 5.06], [8.36, -8.80, 4.60], [7.33, -8.42, 5.64], [7.53, -9.34, 7.15], [8.39, -9.87, 4.43], [8.12, -8.31, 3.65], [6.33, -8.65, 5.26], [7.37, -7.36, 5.88]], "energy_ev": -293438.2831, "charge": 1, "lumo_energy_ev": -2.67}

---

# 3
{"formula": "C27H54Cl2F2N5O10", "method": "ωB97M-V/def2-TZVPD", "symbols": ["C", "C", "O", "C", "O", "C", "C", "C", "C", "C", "C", "C", "N", "C", "Cl", "C", "C", "Cl", "C", "N", "N", "C", "C", "C", "N", "C", "C", "C", "O", "C", "O", "N", "C", "O", "F", "C", "O", "F", "H", "H", "H", "H", "H", "H", "H", "H", "H", "H", "H", "H", "H", "H", "H", "H", "H", "H", "H", "H", "H", "H", "H", "H", "H", "H", "H", "H", "H", "H", "H", "H", "H", "H", "H", "H", "H", "H", "C", "O", "H", "H", "H", "H", "C", "O", "H", "H", "H", "H", "C", "O", "H", "H", "H", "H", "C", "O", "H", "H", "H", "H"], "coordinates": [[-0.61, 1.24, 4.04], [-1.21, 1.38, 2.56], [-1.30, 0.15, 1.79], [-0.31, 0.02, 0.76], [-0.58, 0.44, -0.58], [-1.49, 1.55, -0.72], [-3.06, 1.24, -0.60], [-3.76, 2.67, -0.17], [-3.77, 0.86, -2.02], [-5.17, 0.11, -1.72], [-6.46, 1.10, -1.98], [-5.43, -1.21, -2.62], [1.03, 0.48, 1.19], [1.66, 1.71, 0.71], [2.52, 2.70, 2.04], [2.74, 1.60, -0.48], [3.86, 0.46, -0.31], [2.03, 1.42, -2.17], [1.70, -0.46, 2.07], [2.73, -0.36, 2.93], [0.89, -1.68, 1.86], [0.75, -2.60, 3.00], [-0.20, -2.10, 4.22], [0.52, -1.55, 5.57], [-1.52, -2.15, 4.25], [-0.12, -1.62, 0.76], [0.86, -1.93, -0.53], [1.95, -3.10, -0.17], [3.25, -2.56, 0.21], [4.13, -3.60, 0.68], [3.90, -4.34, 1.68], [-1.36, -2.43, 0.81], [-2.39, -2.06, -0.19], [-3.59, -2.05, 0.22], [-2.16, -1.81, -1.57], [-1.19, -3.88, 0.60], [-1.56, -4.64, 1.53], [-0.75, -4.53, -0.59], [0.51, 1.00, 4.09], [-0.73, 2.28, 4.54], [-1.28, 0.53, 4.62], [-2.31, 1.74, 2.71], [-0.68, 2.25, 2.05], [-1.33, 2.00, -1.78], [-1.28, 2.44, 0.00], [-3.33, 0.52, 0.25], [-4.70, 2.88, -0.81], [-3.07, 3.57, -0.33], [-4.15, 2.58, 0.91], [-4.06, 1.84, -2.58], [-3.08, 0.29, -2.73], [-5.21, -0.12, -0.58], [-7.44, 0.51, -2.09], [-6.56, 1.70, -0.99], [-6.27, 1.86, -2.81], [-5.07, -2.17, -2.11], [-4.99, -1.03, -3.66], [-6.57, -1.34, -2.77], [0.86, 2.47, 0.33], [3.30, 2.61, -0.48], [4.85, 0.93, -0.70], [3.62, -0.39, -1.03], [4.07, 0.13, 0.77], [3.55, -0.97, 2.82], [2.77, 0.32, 3.72], [0.45, -3.68, 2.77], [1.80, -2.70, 3.48], [0.77, -2.41, 6.29], [1.48, -0.97, 5.24], [-0.19, -0.77, 6.01], [-1.83, -2.55, 3.35], [1.48, -1.03, -0.85], [0.29, -2.30, -1.44], [2.11, -3.65, -1.18], [1.55, -3.86, 0.58], [5.14, -3.72, 0.13], [1.81, -0.27, -5.78], [1.53, 0.95, -5.11], [1.81, -0.09, -6.85], [2.80, -0.63, -5.47], [1.05, -1.01, -5.53], [1.54, 0.77, -4.16], [5.65, 2.50, -4.00], [5.14, 2.46, -2.67], [6.73, 2.57, -3.96], [5.36, 1.59, -4.53], [5.25, 3.38, -4.51], [4.18, 2.40, -2.73], [1.90, 5.58, 5.18], [2.77, 5.98, 4.13], [1.67, 6.45, 5.80], [0.97, 5.18, 4.76], [2.39, 4.83, 5.80], [2.96, 5.20, 3.60], [-1.01, -3.07, -4.75], [-1.32, -1.85, -4.10], [-1.00, -2.90, -5.83], [-0.03, -3.43, -4.43], [-1.78, -3.82, -4.52], [-1.33, -2.03, -3.15]], "relative_energy_kj_mol": 820.1, "energy_ev": -87262.5896, "charge": 1, "lumo_energy_ev": -4.65}

---

# 4
{"formula": "C27H54ClIN13O12P2S", "method": "ωB97M-V/def2-TZVPD", "symbols": ["C", "C", "C", "C", "N", "C", "P", "O", "O", "S", "C", "C", "C", "O", "C", "C", "C", "O", "C", "C", "C", "C", "C", "C", "C", "C", "C", "C", "O", "Cl", "P", "O", "I", "H", "H", "H", "H", "H", "H", "H", "H", "H", "H", "H", "H", "H", "H", "H", "H", "H", "H", "H", "H", "H", "H", "H", "H", "H", "H", "H", "H", "H", "H", "C", "O", "N", "N", "H", "H", "H", "H", "C", "O", "N", "N", "H", "H", "H", "H", "C", "O", "N", "N", "H", "H", "H", "H", "C", "O", "N", "N", "H", "H", "H", "H", "C", "O", "N", "N", "H", "H", "H", "H", "C", "O", "N", "N", "H", "H", "H", "H"], "coordinates": [[1.14, 4.09, -1.44], [2.04, 2.86, -1.29], [1.87, 2.15, 0.05], [0.39, 1.94, 0.39], [0.13, 1.04, 1.52], [-0.33, 1.55, 2.62], [-0.74, 3.28, 3.13], [0.31, 4.35, 2.47], [-0.39, 3.27, 4.70], [-0.65, 0.37, 3.85], [-0.88, -0.91, 2.45], [-0.94, -2.24, 3.23], [-0.46, -3.47, 2.52], [0.30, -4.26, 2.98], [-2.28, -0.50, 1.88], [-3.14, -1.62, 1.29], [-4.58, -1.06, 1.19], [-2.73, -1.92, -0.04], [-2.90, -3.29, -0.43], [-1.77, -3.73, -1.32], [-0.83, -4.64, -0.84], [0.23, -5.09, -1.63], [0.35, -4.61, -2.94], [-0.59, -3.71, -3.43], [-1.64, -3.28, -2.63], [0.34, -0.42, 1.63], [0.41, -1.32, 0.36], [0.88, -0.72, -0.94], [1.98, -0.53, -1.27], [-0.43, -0.31, -2.09], [2.19, -0.53, 2.28], [2.34, 0.97, 2.88], [2.39, -1.92, 4.28], [1.36, 4.64, -2.35], [0.09, 3.79, -1.49], [1.24, 4.78, -0.60], [1.82, 2.17, -2.10], [3.08, 3.17, -1.37], [2.26, 2.82, 0.82], [2.46, 1.24, 0.12], [-0.05, 2.92, 0.54], [-0.09, 1.53, -0.49], [0.97, 4.63, 3.13], [0.57, 3.13, 4.84], [-0.48, -2.14, 4.21], [-1.99, -2.42, 3.48], [-0.90, -3.66, 1.53], [-2.21, 0.27, 1.11], [-2.84, -0.06, 2.70], [-3.23, -2.51, 1.91], [-5.29, -1.83, 0.92], [-4.55, -0.29, 0.42], [-4.86, -0.54, 2.11], [-2.94, -3.99, 0.41], [-3.83, -3.40, -0.99], [-0.88, -5.05, 0.16], [0.94, -5.80, -1.26], [1.18, -4.94, -3.55], [-0.48, -3.33, -4.44], [-2.35, -2.58, -3.05], [1.12, -2.11, 0.58], [-0.54, -1.83, 0.20], [3.26, 1.27, 2.73], [-1.65, -0.97, -6.27], [-1.21, -1.89, -5.59], [-2.68, -0.18, -5.83], [-1.16, -0.67, -7.50], [-3.05, 0.59, -6.37], [-3.06, -0.38, -4.93], [-0.41, -1.23, -7.85], [-1.53, 0.07, -8.07], [5.46, 3.00, 3.78], [5.07, 2.20, 2.94], [6.21, 4.08, 3.46], [5.17, 2.85, 5.11], [6.53, 4.75, 4.13], [6.44, 4.22, 2.48], [4.63, 2.05, 5.38], [5.48, 3.49, 5.82], [-2.40, 6.18, -0.31], [-2.90, 7.19, -0.76], [-2.91, 4.93, -0.57], [-1.28, 6.20, 0.49], [-2.51, 4.08, -0.21], [-3.72, 4.88, -1.15], [-0.89, 7.09, 0.69], [-0.86, 5.38, 0.87], [8.63, 3.49, 0.66], [7.55, 4.06, 0.72], [8.73, 2.16, 0.40], [9.81, 4.15, 0.84], [9.61, 1.67, 0.35], [7.88, 1.65, 0.26], [9.76, 5.14, 1.03], [10.71, 3.71, 0.80], [-5.57, -0.71, -8.62], [-4.63, -0.23, -9.22], [-6.70, -1.16, -9.25], [-5.56, -0.85, -7.26], [-7.48, -1.56, -8.78], [-6.73, -1.07, -10.25], [-4.72, -0.52, -6.81], [-6.30, -1.24, -6.72], [-1.82, -6.84, 5.45], [-2.36, -7.54, 4.62], [-0.89, -5.89, 5.11], [-2.08, -6.94, 6.79], [-0.42, -5.30, 5.78], [-0.67, -5.79, 4.14], [-2.76, -7.63, 7.07], [-1.65, -6.38, 7.49]], "energy_ev": -122853.0649, "charge": 1, "lumo_energy_ev": -3.99}